Entry 1:
# C4H3NS2

A 2-piece molecular cluster, C4H3NS2 overall at a distorted geometry (ωB97M-V with the def2-TZVPD basis set, the Open Molecules 2025 dataset).

As for the charge: 0. The value obtained for the strongest force on any atom is 4.1 eV/Å. The value obtained for the total energy is -27354.0637 eV. The calculation puts the energy above the lowest of the compared OMol25 structures with the same formula, charge and spin at 164.1 kJ/mol. The HOMO-LUMO gap is 7.96 eV. For the HOMO energy, the calculation gives -0.3152 Ha.

XYZ file:
```
10
C4H3NS2 | the Open Molecules 2025 dataset | ωB97M-V with the def2-TZVPD basis set
S 2.2005 0.1350 -1.7347
C 1.2605 0.7792 -0.6371
C 0.6444 1.2505 0.4003
C 0.4574 0.6844 1.6979
S 0.5027 -0.8986 2.0912
H 0.3801 2.2578 0.1078
H 0.1746 1.3571 2.5194
C -1.8885 -1.8804 -1.4032
N -1.3867 -0.8681 -1.6240
H -2.3451 -2.8169 -1.4177
```

Atomic partial charges in e from the natural (NBO) method, atoms 1 to 4: 0.21 0.09 -0.51 -0.27

Entry 2:
# C4H3O2

A 2-piece molecular cluster, C4H3O2 overall at a distorted geometry (ωB97M-V with the def2-TZVPD basis set, the Open Molecules 2025 dataset).

As for the charge: -1. The value obtained for the strongest force on any atom is 2.2 eV/Å. The value obtained for the total energy is -8289.6772 eV. The calculation puts the energy above the lowest of the compared OMol25 structures with the same formula, charge and spin at 111.8 kJ/mol. The HOMO-LUMO gap is 7.04 eV. For the HOMO energy, the calculation gives -0.1192 Ha.

XYZ file:
```
9
C4H3O2 | the Open Molecules 2025 dataset | ωB97M-V with the def2-TZVPD basis set
C 1.3572 -0.2174 -0.7192
C -2.3658 0.7662 0.0539
C 2.1329 0.6808 -0.3667
C -1.1982 0.4960 0.4921
O -3.3993 0.9853 -0.4990
O 2.7256 1.6160 0.1299
H 1.2247 -1.0715 -1.3296
H -0.9470 0.5156 1.5359
H -0.2290 0.2471 -0.1377
```

Atomic partial charges in e from the natural (NBO) method, atoms 1 to 4: -0.86 0.65 0.50 -0.82

Entry 3:
# C4H3O2S2

An isolated ion of composition C4H3O2S2 and charge -1 at a distorted geometry (ωB97M-V with the def2-TZVPD basis set, the Open Molecules 2025 dataset).

As for the charge: -1. The value obtained for the strongest force on any atom is 5.3 eV/Å. The value obtained for the total energy is -29962.6804 eV. The calculation puts the energy above the lowest of the compared OMol25 structures with the same formula, charge and spin at 0.0 kJ/mol. The HOMO-LUMO gap is 6.24 eV. For the HOMO energy, the calculation gives -0.1003 Ha.

XYZ file:
```
11
C4H3O2S2 | the Open Molecules 2025 dataset | ωB97M-V with the def2-TZVPD basis set
C 1.7786 -0.1408 0.1487
C 0.3578 -0.0901 -0.2223
S -0.6265 -1.5753 -0.0928
C -2.1912 -0.8653 -0.0538
O -3.2874 -1.4430 0.0236
S -2.1404 0.8925 -0.2579
C -0.3581 1.2520 -0.1340
O -0.0051 2.4282 -0.0043
H 2.1151 0.6296 0.6700
H 2.4153 -0.1244 -0.8322
H 1.9419 -0.9634 0.7551
```

Atomic partial charges in e from the natural (NBO) method, atoms 1 to 4: -0.61 -0.51 0.28 0.14

Entry 4:
# C4H3O3S

An isolated ion of composition C4H3O3S and charge -1 at a distorted geometry (ωB97M-V with the def2-TZVPD basis set, the Open Molecules 2025 dataset).

As for the charge: -1. The value obtained for the strongest force on any atom is 4.4 eV/Å. The value obtained for the total energy is -21174.1005 eV. The calculation puts the energy above the lowest of the compared OMol25 structures with the same formula, charge and spin at 139.6 kJ/mol. The HOMO-LUMO gap is 6.90 eV. For the HOMO energy, the calculation gives -0.1291 Ha.

XYZ file:
```
11
C4H3O3S | the Open Molecules 2025 dataset | ωB97M-V with the def2-TZVPD basis set
O -0.1654 -2.4244 -0.0276
C -0.0845 -1.2378 0.1969
C -1.0248 0.0087 0.0115
S -2.8537 0.2649 0.0000
C 0.0282 0.8980 0.2247
O 0.1768 2.1094 0.2582
C 1.0795 -0.1974 0.4364
O 2.1853 -0.0727 -0.5456
H -2.8056 1.4226 -0.6590
H 1.3888 -0.3406 1.5002
H 2.0754 -0.4306 -1.3957
```

Atomic partial charges in e from the natural (NBO) method, atoms 1 to 4: -0.64 0.52 -0.47 -0.10

Entry 5:
# C4H3O4Pm

C4H3O4Pm as an isolated structure at a distorted geometry (ωB97M-V with the def2-TZVPD basis set, the Open Molecules 2025 dataset).

As for the charge: +1. The value obtained for the strongest force on any atom is 6.2 eV/Å. The value obtained for the total energy is -28927.7322 eV. The expectation value of S² is 8.758. The HOMO-LUMO gap (alpha / beta) is 6.58 / 6.72 eV. The spin multiplicity is 6. For the HOMO energy (alpha / beta), the calculation gives -0.4540 / -0.4550 Ha.

XYZ file:
```
12
C4H3O4Pm | the Open Molecules 2025 dataset | ωB97M-V with the def2-TZVPD basis set
C -0.7005 0.1095 -0.5155
C 0.2683 -0.7827 -0.8084
H 0.2514 -1.3636 -1.7342
O -1.9543 -0.6599 1.3839
C -1.4128 0.3748 0.7286
O -2.1413 1.3808 0.5278
H -2.5753 -1.1229 0.8064
O 1.3524 -1.0255 -0.0298
C 2.3840 -0.1132 -0.0954
O 3.1029 -0.0847 0.9080
Pm 2.9753 2.4977 -0.0170
H -1.5501 0.7898 -1.1545
```

Atomic partial charges in e from the Mulliken method, atoms 1 to 4: -0.27 -0.17 0.39 -0.50

Entry 6:
# C4H3O4Sr

C4H3O4Sr as an isolated structure at a distorted geometry (ωB97M-V with the def2-TZVPD basis set, the Open Molecules 2025 dataset).

As for the charge: +1. The value obtained for the strongest force on any atom is 5.7 eV/Å. The value obtained for the total energy is -13210.2837 eV. The calculation puts the energy above the lowest of the compared OMol25 structures with the same formula, charge and spin at 182.5 kJ/mol. The HOMO-LUMO gap (alpha / beta) is 2.48 / 2.48 eV. For the HOMO energy (alpha / beta), the calculation gives -0.3667 / -0.3668 Ha.

XYZ file:
```
12
C4H3O4Sr | the Open Molecules 2025 dataset | ωB97M-V with the def2-TZVPD basis set
C 0.2348 -0.5240 1.6892
C 0.1799 0.6340 0.9902
H 0.4685 -0.4191 2.7505
O 0.2191 0.3807 -0.4580
C 0.1934 1.4942 -1.1237
O -0.3731 1.5162 -2.2244
Sr -0.9854 3.0820 -4.1591
O -0.2077 -2.2203 0.0083
C 0.0889 -1.9381 1.2832
O 0.3195 -2.8616 2.0422
H -0.1589 -1.4235 -0.5429
H 0.0212 2.2793 -0.2556
```

Atomic partial charges in e from the natural (NBO) method, atoms 1 to 4: -0.50 -0.04 0.25 -0.51

Entry 7:
# C4H3O4Tl

C4H3O4Tl as an isolated structure at a distorted geometry (ωB97M-V with the def2-TZVPD basis set, the Open Molecules 2025 dataset).

As for the charge: +2. The value obtained for the strongest force on any atom is 2.9 eV/Å. The value obtained for the total energy is -17059.9723 eV. The calculation puts the energy above the lowest of the compared OMol25 structures with the same formula, charge and spin at 0.0 kJ/mol. The HOMO-LUMO gap is 10.23 eV. For the HOMO energy, the calculation gives -0.7131 Ha.

XYZ file:
```
12
C4H3O4Tl | the Open Molecules 2025 dataset | ωB97M-V with the def2-TZVPD basis set
O -1.7678 3.5528 0.1306
C -2.8846 3.5967 -0.0464
C 0.1933 -1.8653 0.4708
C 0.8357 -0.5925 0.8977
O 0.4737 0.4282 0.3403
C 0.3092 -0.9807 -1.7470
O -0.2239 -1.7072 -0.9213
O 0.4358 -0.1597 -2.5267
Tl 0.7272 3.1366 0.2945
H -0.7110 -2.0828 1.0557
H 0.8950 -2.7099 0.4961
H 1.7176 -0.6161 1.5557
```

Atomic partial charges in e from the natural (NBO) method, atoms 1 to 4: -0.66 0.67 -0.17 0.43

Entry 8:
# C4H3O4Yb

C4H3O4Yb as an isolated structure at a distorted geometry (ωB97M-V with the def2-TZVPD basis set, the Open Molecules 2025 dataset).

As for the charge: +2. The value obtained for the strongest force on any atom is 4.5 eV/Å. The value obtained for the total energy is -43893.2882 eV. The expectation value of S² is 0.761. The calculation puts the energy above the lowest of the compared OMol25 structures with the same formula, charge and spin at 46.2 kJ/mol. The HOMO-LUMO gap (alpha / beta) is 7.41 / 6.02 eV. The spin multiplicity is 2. For the HOMO energy (alpha / beta), the calculation gives -0.5961 / -0.5959 Ha.

XYZ file:
```
12
C4H3O4Yb | the Open Molecules 2025 dataset | ωB97M-V with the def2-TZVPD basis set
C -0.0452 0.4837 -0.8592
C -0.3409 -0.0756 0.2866
H -1.1742 -0.7659 0.4495
O -0.3085 1.2977 -2.9048
C 0.5058 0.6521 -2.0936
O 1.2938 -0.2336 -2.7078
H -1.2016 1.2961 -2.2625
O 0.4503 0.0913 1.4097
C -0.0171 -0.3809 2.5617
O 0.6378 -0.0518 3.5823
Yb -1.1034 -1.2332 4.7823
H 1.3032 -1.0799 -2.2442
```

Atomic partial charges in e from the natural (NBO) method, atoms 1 to 4: -0.01 0.17 0.25 -0.49

The highest total energy belongs to which entry?
C4H3O2

Copy entry 3 word for word.
# C4H3O2S2

An isolated ion of composition C4H3O2S2 and charge -1 at a distorted geometry (ωB97M-V with the def2-TZVPD basis set, the Open Molecules 2025 dataset).

As for the charge: -1. The value obtained for the strongest force on any atom is 5.3 eV/Å. The value obtained for the total energy is -29962.6804 eV. The calculation puts the energy above the lowest of the compared OMol25 structures with the same formula, charge and spin at 0.0 kJ/mol. The HOMO-LUMO gap is 6.24 eV. For the HOMO energy, the calculation gives -0.1003 Ha.

XYZ file:
```
11
C4H3O2S2 | the Open Molecules 2025 dataset | ωB97M-V with the def2-TZVPD basis set
C 1.7786 -0.1408 0.1487
C 0.3578 -0.0901 -0.2223
S -0.6265 -1.5753 -0.0928
C -2.1912 -0.8653 -0.0538
O -3.2874 -1.4430 0.0236
S -2.1404 0.8925 -0.2579
C -0.3581 1.2520 -0.1340
O -0.0051 2.4282 -0.0043
H 2.1151 0.6296 0.6700
H 2.4153 -0.1244 -0.8322
H 1.9419 -0.9634 0.7551
```

Atomic partial charges in e from the natural (NBO) method, atoms 1 to 4: -0.61 -0.51 0.28 0.14

Repeat the fifth record exactly.
# C4H3O4Pm

C4H3O4Pm as an isolated structure at a distorted geometry (ωB97M-V with the def2-TZVPD basis set, the Open Molecules 2025 dataset).

As for the charge: +1. The value obtained for the strongest force on any atom is 6.2 eV/Å. The value obtained for the total energy is -28927.7322 eV. The expectation value of S² is 8.758. The HOMO-LUMO gap (alpha / beta) is 6.58 / 6.72 eV. The spin multiplicity is 6. For the HOMO energy (alpha / beta), the calculation gives -0.4540 / -0.4550 Ha.

XYZ file:
```
12
C4H3O4Pm | the Open Molecules 2025 dataset | ωB97M-V with the def2-TZVPD basis set
C -0.7005 0.1095 -0.5155
C 0.2683 -0.7827 -0.8084
H 0.2514 -1.3636 -1.7342
O -1.9543 -0.6599 1.3839
C -1.4128 0.3748 0.7286
O -2.1413 1.3808 0.5278
H -2.5753 -1.1229 0.8064
O 1.3524 -1.0255 -0.0298
C 2.3840 -0.1132 -0.0954
O 3.1029 -0.0847 0.9080
Pm 2.9753 2.4977 -0.0170
H -1.5501 0.7898 -1.1545
```

Atomic partial charges in e from the Mulliken method, atoms 1 to 4: -0.27 -0.17 0.39 -0.50

Which formula does entry 4 have?
C4H3O3S